Entry 1:
DFT (ωB97M-V with the def2-TZVPD basis set) results for a molecular structure, C2H4I2N2 in a non-equilibrium geometry.

Geometry as XYZ:
```
10
Properties=species:S:1:pos:R:3:forces:R:3:lowdin_charge:R:1
C 1.199535 -1.479890 0.366016 2.437 -0.846 -0.572 -0.122
C -1.258101 1.642594 -0.347335 0.998 -2.536 -0.741 -1.356
N 0.416185 -0.254015 0.190959 -0.575 -0.588 -0.785 -0.304
N 0.163848 0.216137 -0.875777 -1.260 0.644 1.755 0.052
I -1.396126 1.387033 1.659015 -0.374 0.291 0.447 0.832
I -2.886976 1.317285 -1.598002 0.026 -0.085 0.092 0.705
H 2.144586 -1.152393 0.899617 -1.330 -0.429 0.099 0.082
H 1.699541 -1.854775 -0.610598 -1.508 0.245 1.218 0.090
H 0.636204 -2.296999 0.972623 0.905 1.741 -1.220 0.108
H -0.718697 2.475023 -0.656518 0.681 1.562 -0.295 -0.088
```
Forces are in eV/Å.

Results
HOMO level (alpha / beta) ... -8.20 / -8.20 eV
Net charge ... 0
Gap between HOMO and LUMO (alpha / beta) ... 8.340 / 8.340 eV

***

Entry 2:
DFT (ωB97M-V with the def2-TZVPD basis set) results for 2 unconnected molecules or ions with the total composition C2H4I2N2O in a non-equilibrium geometry.

Geometry as XYZ:
```
11
Properties=species:S:1:pos:R:3:forces:R:3:lowdin_charge:R:1
C 0.425551 -1.456303 0.011939 -0.051 -0.567 -0.094 -0.299
C 0.682299 -0.016609 -0.125557 -1.821 1.292 -1.290 -0.371
N 0.679117 0.785236 0.961008 0.093 0.101 0.446 -0.494
N -0.855934 0.348524 -1.374985 1.956 -1.130 0.835 -0.573
O 0.039030 -1.986369 1.021921 0.164 -0.133 -0.222 -0.033
I -0.575210 0.506987 2.552971 -0.001 0.281 0.030 0.874
I -1.616529 2.145535 -0.911211 -0.128 0.266 0.135 0.700
H 0.600384 -2.019237 -0.917515 -0.086 -0.100 -0.063 0.130
H 1.395823 0.270126 -0.888397 0.085 -0.037 0.043 0.127
H 0.763174 1.776278 0.763227 0.042 -0.133 0.024 0.000
H -1.537705 -0.354167 -1.093400 -0.254 0.159 0.157 -0.060
```
Forces are in eV/Å.

Results
HOMO level (alpha / beta) ... -8.39 / -8.39 eV
Net charge ... 0
Gap between HOMO and LUMO (alpha / beta) ... 7.888 / 7.888 eV

***

Entry 3:
DFT (ωB97M-V with the def2-TZVPD basis set) results for a molecular structure, C2H4I2O in a non-equilibrium geometry.

Geometry as XYZ:
```
9
Properties=species:S:1:pos:R:3:forces:R:3:lowdin_charge:R:1
C -0.619874 0.353651 -1.033294 0.947 0.459 2.241 -0.088
C 0.555281 -0.217081 0.543841 -0.966 0.971 -4.410 -1.367
O 0.158926 0.293332 1.693610 -1.517 0.041 1.730 -0.216
I 2.462278 0.678440 0.033130 -0.237 -0.132 0.231 0.728
I 0.739372 -2.382059 0.455043 -0.283 0.322 0.089 0.693
H -0.403208 -0.228585 -1.946750 0.193 0.206 0.755 0.027
H -1.568102 0.056514 -0.571258 0.071 0.068 -0.385 0.013
H -0.621302 1.505543 -1.238322 0.445 -2.218 0.724 0.069
H -0.703370 -0.059756 2.063999 1.348 0.284 -0.975 0.143
```
Forces are in eV/Å.

Results
HOMO level ... -9.06 eV
Net charge ... 0
Gap between HOMO and LUMO ... 8.806 eV

***

Entry 4:
DFT (ωB97M-V with the def2-TZVPD basis set) results for a molecular structure, C2H4IN in a non-equilibrium geometry.

Geometry as XYZ:
```
8
Properties=species:S:1:pos:R:3:forces:R:3:lowdin_charge:R:1
C 0.466032 -0.380876 -0.555525 -0.973 0.192 -0.007 -0.482
C 1.299277 0.360436 -1.243017 0.807 0.876 -0.765 -0.260
N -1.676281 -0.094260 1.443692 0.145 -0.877 -2.850 -0.492
I 0.309540 -0.044135 1.638063 1.613 0.135 1.789 1.164
H 0.950927 0.353274 -2.265995 0.060 -0.404 -0.581 0.031
H 2.178961 1.034810 -1.182544 -0.688 -0.593 0.844 0.059
H -1.495310 -0.231745 0.336716 -1.535 -0.052 2.169 -0.012
H -2.033145 -0.997504 1.828609 0.572 0.723 -0.600 -0.008
```
Forces are in eV/Å.

Results
HOMO level ... -8.50 eV
Net charge ... 0
Gap between HOMO and LUMO ... 8.305 eV

***

Entry 5:
DFT (ωB97M-V with the def2-TZVPD basis set) results for a gas-phase ion, C2H4IN2O (charge +1) in a non-equilibrium geometry.

Geometry as XYZ:
```
10
Properties=species:S:1:pos:R:3:forces:R:3:lowdin_charge:R:1
C -1.204748 -1.391037 0.832263 0.773 -0.234 -0.589 -0.622
C 0.052412 0.393841 -0.229818 -0.117 -2.731 2.040 -0.102
N -1.181003 -0.193925 0.420448 -0.838 -0.385 1.379 0.022
N 1.255793 -1.500257 0.096324 -0.800 0.004 -0.140 0.167
O 1.155910 -0.193950 0.375514 0.138 0.275 -0.614 -0.117
I -2.535031 -2.658645 1.593045 0.000 0.158 0.063 1.135
H -0.142245 0.283757 -1.231099 0.420 -0.756 -2.625 0.127
H 0.142147 1.359066 0.015408 -0.100 3.763 0.940 0.112
H -1.981381 0.397642 0.701631 0.537 0.132 -0.603 0.182
H 2.020938 -1.774794 0.718612 -0.016 -0.225 0.147 0.098
```
Forces are in eV/Å.

Results
HOMO level (alpha / beta) ... -13.97 / -13.91 eV
Net charge ... +1
Gap between HOMO and LUMO (alpha / beta) ... 9.017 / 7.667 eV

***

Entry 6:
DFT (ωB97M-V with the def2-TZVPD basis set) results for a single C2H4INO molecule in a non-equilibrium geometry.

Geometry as XYZ:
```
9
Properties=species:S:1:pos:R:3:forces:R:3:lowdin_charge:R:1
H 1.919129 2.077930 0.175504 0.207 -0.251 0.241 0.056
N 1.048354 1.570178 0.086607 -0.209 0.912 0.005 0.070
C 0.994313 0.353551 0.244258 -1.554 -1.595 -1.498 -0.775
I 2.627385 -1.003806 0.622631 0.047 0.269 0.141 0.769
C -0.382272 -0.443653 -0.166097 1.657 1.166 1.484 -0.280
O -0.371384 -1.738543 0.319628 -0.271 -0.567 0.140 -0.150
H -0.447297 -0.476621 -1.249302 0.126 0.050 -0.031 0.116
H -1.190626 0.164832 0.256983 0.077 -0.001 -0.203 0.113
H -0.291110 -1.731357 1.284197 -0.080 0.018 -0.277 0.079
```
Forces are in eV/Å.

Results
HOMO level ... -9.55 eV
Net charge ... 0
Gap between HOMO and LUMO ... 9.993 eV

***

Entry 7:
DFT (ωB97M-V with the def2-TZVPD basis set) results for a single C2H4INO2 molecule in a non-equilibrium geometry.

Geometry as XYZ:
```
10
Properties=species:S:1:pos:R:3:forces:R:3:lowdin_charge:R:1
C -0.138241 -0.220109 -0.773507 3.598 2.167 1.107 0.027
O 0.095949 0.261039 0.604822 -0.976 0.384 -0.049 -0.020
C -0.413544 -0.539274 1.522465 1.380 -1.454 3.794 -0.645
O -0.930803 -1.626730 1.369629 -0.178 1.209 -0.656 -0.030
N -0.032125 -0.201252 2.948596 -0.096 1.105 -4.930 -0.544
I -0.707454 -1.421022 4.272857 -0.581 -0.960 1.682 0.928
H -0.505854 -1.159338 -0.679256 -1.115 -2.818 -0.201 0.042
H 0.914924 -0.195167 -1.141232 -1.056 -0.238 -0.333 0.117
H -0.756972 0.440867 -1.312461 -0.744 0.843 -0.374 0.081
H 0.331323 0.715080 3.179845 -0.233 -0.239 -0.040 0.044
```
Forces are in eV/Å.

Results
HOMO level ... -8.71 eV
Net charge ... 0
Gap between HOMO and LUMO ... 8.973 eV

***

Entry 8:
DFT (ωB97M-V with the def2-TZVPD basis set) results for a single C2H4INO2 molecule in a non-equilibrium geometry.

Geometry as XYZ:
```
10
Properties=species:S:1:pos:R:3:forces:R:3:lowdin_charge:R:1
N -0.541492 -1.065433 -0.536929 -0.863 -1.286 0.511 0.157
C -0.343578 0.229108 -0.655864 3.233 2.560 1.258 -0.532
O -0.828185 1.025599 -1.398759 -0.602 0.603 -0.612 0.073
C 0.980818 0.891454 0.374754 -2.914 -2.397 -0.908 -0.749
O 0.912232 2.231479 0.287114 0.070 -0.258 -0.684 -0.071
I 2.797193 -0.173359 -0.100146 0.335 0.233 -0.313 0.754
H -0.211979 -1.371503 0.352972 0.230 -0.858 0.316 0.086
H -1.407356 -1.501920 -0.858522 0.455 0.401 -0.063 0.135
H 0.793492 0.463401 1.359298 -0.004 0.673 0.218 0.044
H 0.458023 2.368024 -0.577072 0.060 0.331 0.277 0.102
```
Forces are in eV/Å.

Results
HOMO level ... -9.27 eV
Net charge ... 0
Gap between HOMO and LUMO ... 9.629 eV

***

Energy relative to the best compared isomer or geometry (same formula, charge and spin) (eV)
1.4293; 1.8542; 1.9350; 4.7510; 4.3148; 0.3176; 0.8789; 0.1364
E (Eh)
-783.3720; -858.6303; -749.1445; -430.8586; -560.5814; -506.2625; -581.4996; -581.5269